#P
Entry from OMol25: a cluster of 8 separate species, H16O8 in total (the ωB97M-V functional and the def2-TZVPD basis).

Structure (XYZ):
```
24
Properties=species:S:1:pos:R:3:mulliken_charge:R:1
O 1.951 0.774 -0.421 -0.56
O -1.695 -1.794 2.628 -0.61
O -0.371 1.850 -1.550 -0.57
O -3.472 2.154 -2.326 -0.58
O -1.078 -1.723 -0.609 -0.62
O 3.093 0.983 1.886 -0.55
O 2.783 -2.689 1.035 -0.63
O -0.627 0.008 -0.230 -0.73
H -0.307 -1.976 -1.127 0.28
H -4.129 2.648 -1.855 0.29
H 2.889 -2.553 1.963 0.30
H -0.471 0.271 -1.127 0.43
H -4.072 1.654 -2.894 0.31
H 1.694 -0.040 0.147 0.24
H -1.788 -1.655 -1.260 0.33
H 0.305 2.215 -2.086 0.28
H 3.845 1.459 2.047 0.25
H 2.717 0.601 2.686 0.28
H -1.717 -0.915 2.863 0.29
H -1.055 1.519 -2.134 0.28
H 2.316 -1.889 0.634 0.32
H -2.010 -1.929 1.731 0.30
H -1.599 0.027 0.035 0.31
H 2.796 1.001 -0.036 0.35
```

***

#Q
Entry from OMol25: a cluster of 8 separate species, H16O8 in total (the ωB97M-V functional and the def2-TZVPD basis).

Structure (XYZ):
```
24
Properties=species:S:1:pos:R:3:mulliken_charge:R:1
O -9.068 12.937 3.705 -0.64
O -8.265 20.130 -2.464 -0.64
O -9.571 11.984 -2.546 -0.64
O -3.200 20.385 -1.377 -0.64
O -6.041 15.151 0.464 -0.64
O -8.359 16.471 -5.028 -0.63
O -1.509 15.656 -0.374 -0.64
O -11.131 18.265 0.664 -0.63
H -3.958 20.352 -1.960 0.32
H -9.935 13.281 3.919 0.32
H -8.075 15.614 -4.709 0.32
H -9.047 19.989 -1.931 0.32
H -11.543 17.402 0.696 0.31
H -8.107 16.479 -5.951 0.32
H -3.096 19.485 -1.067 0.32
H -1.337 15.969 0.514 0.32
H -6.555 14.643 1.092 0.32
H -8.298 19.440 -3.126 0.32
H -2.452 15.494 -0.393 0.32
H -8.773 12.511 4.510 0.32
H -6.647 15.816 0.139 0.32
H -9.687 11.042 -2.419 0.32
H -11.865 18.881 0.662 0.32
H -9.530 12.343 -1.660 0.32
```

***

#R
Entry from OMol25: a cluster of 8 separate species, H16O8 in total (the ωB97M-V functional and the def2-TZVPD basis).

Structure (XYZ):
```
24
Properties=species:S:1:pos:R:3:mulliken_charge:R:1
O 1.114 -7.322 -12.037 -0.63
O -0.132 -12.425 -13.100 -0.62
O 1.788 -13.210 -15.356 -0.64
O -3.472 -10.700 -15.534 -0.63
O 0.816 -10.471 -10.541 -0.60
O -0.232 -9.251 -16.818 -0.62
O 1.866 -7.132 -15.646 -0.61
O 0.392 -9.741 -14.011 -0.57
H 0.057 -9.864 -14.900 0.32
H -0.302 -9.980 -17.434 0.29
H 1.052 -7.636 -15.619 0.29
H 1.595 -6.229 -15.476 0.31
H 0.001 -10.454 -13.507 0.29
H 0.036 -12.892 -12.282 0.28
H 0.837 -11.038 -9.770 0.29
H -2.715 -10.348 -15.065 0.32
H -0.883 -8.618 -17.120 0.30
H -0.088 -10.522 -10.852 0.30
H 2.105 -13.809 -14.680 0.30
H -3.662 -10.047 -16.208 0.31
H -0.886 -12.875 -13.482 0.32
H 0.850 -7.939 -12.720 0.34
H 1.828 -6.820 -12.430 0.31
H 1.195 -12.618 -14.893 0.35
```

***

#S
Entry from OMol25: a cluster of 8 separate species, H16O8 in total (the ωB97M-V functional and the def2-TZVPD basis).

Structure (XYZ):
```
24
Properties=species:S:1:pos:R:3:mulliken_charge:R:1
O -0.003 -3.651 -0.989 -0.61
O 2.156 -0.571 -1.236 -0.60
O 2.663 3.709 -1.436 -0.64
O -0.520 0.327 0.588 -0.58
O 2.005 -1.500 1.413 -0.56
O -4.572 1.395 1.541 -0.60
O -4.080 0.022 -2.032 -0.60
O 2.804 0.200 0.908 -0.52
H 1.078 -1.763 1.387 0.27
H -4.094 1.421 2.381 0.30
H -0.658 0.233 1.485 0.28
H 2.879 3.108 -0.729 0.31
H 1.645 -1.116 -0.718 0.29
H 0.231 -2.754 -1.271 0.31
H 3.761 0.150 0.577 0.28
H -3.258 -0.503 -2.133 0.31
H -5.409 1.744 1.830 0.30
H -0.864 -3.783 -1.277 0.30
H 2.125 0.303 -0.896 0.29
H 2.138 3.162 -2.042 0.33
H -4.788 -0.540 -2.108 0.29
H -0.012 1.207 0.628 0.30
H 2.063 -1.476 2.414 0.28
H 2.709 0.677 1.715 0.26
```

***

Which of them is most stable, and which least? Most stable: #R; least stable: #P.

***

#P
Entry from OMol25: a cluster of 8 separate species, H16O8 in total (the ωB97M-V functional and the def2-TZVPD basis).

Structure (XYZ):
```
24
Properties=species:S:1:pos:R:3:mulliken_charge:R:1
O 2.640 1.198 -0.292 -0.71
O -0.373 2.616 0.610 -0.69
O -2.705 -0.460 -1.074 -0.67
O 0.199 -2.502 -2.904 -0.64
O -2.084 -3.205 -1.092 -0.66
O 2.046 2.729 2.020 -0.71
O 0.218 -1.057 3.147 -0.63
O 0.174 0.179 -0.397 -0.69
H 0.492 2.770 1.055 0.38
H 2.309 2.022 1.381 0.38
H -2.811 -3.631 -1.557 0.33
H -2.228 -2.247 -1.220 0.38
H 0.910 -3.122 -2.716 0.30
H 0.499 -0.491 2.417 0.33
H -0.151 0.975 0.106 0.40
H 3.240 0.505 0.008 0.33
H -2.607 0.498 -1.134 0.29
H -0.514 3.401 0.071 0.31
H 0.807 -0.830 3.875 0.32
H 1.778 0.729 -0.473 0.45
H -0.425 -2.618 -2.171 0.35
H 2.823 3.293 2.084 0.31
H -0.597 -0.155 -0.870 0.27
H -3.640 -0.595 -0.873 0.27
```

***

#Q
Entry from OMol25: a cluster of 8 separate species, H16O8 in total (the ωB97M-V functional and the def2-TZVPD basis).

Structure (XYZ):
```
24
Properties=species:S:1:pos:R:3:mulliken_charge:R:1
O -3.135 -0.362 1.452 -0.55
O 3.165 2.629 1.635 -0.62
O 4.081 -2.599 -0.364 -0.64
O 2.023 0.520 -1.388 -0.57
O -2.364 2.546 -1.757 -0.64
O -1.753 -2.058 -1.354 -0.66
O -1.637 -1.473 1.630 -0.54
O -0.221 0.856 0.113 -0.47
H 2.273 0.859 -2.256 0.29
H -1.943 -1.464 -0.620 0.35
H 5.023 -2.768 -0.249 0.31
H -0.206 -0.104 0.035 0.21
H -2.229 -2.866 -1.132 0.30
H 3.710 3.397 1.429 0.31
H -1.670 1.928 -2.014 0.33
H -0.990 1.121 -0.404 0.22
H 1.305 -0.095 -1.574 0.30
H -2.654 -0.058 2.230 0.32
H -3.050 1.984 -1.378 0.32
H -1.530 -2.416 1.460 0.26
H 3.929 -1.779 0.118 0.33
H 2.262 2.941 1.508 0.31
H -0.735 -1.142 1.694 0.28
H -3.657 0.402 1.185 0.26
```

***

Which of them is most stable, and which least? Most stable: #P; least stable: #Q.

***

#P
Entry from OMol25: a cluster of 9 separate species, H16O8 in total (the ωB97M-V functional and the def2-TZVPD basis).

Structure (XYZ):
```
24
Properties=species:S:1:pos:R:3:mulliken_charge:R:1
O -0.079 1.358 1.526 -0.57
O -0.226 -0.960 2.894 -0.65
O 1.209 -0.352 -2.109 -0.64
O -2.230 -0.882 0.561 -0.43
O 2.632 -0.236 0.739 -0.63
O -2.451 -0.109 -3.156 -0.59
O 1.902 1.893 -0.409 -0.73
O 0.570 -1.988 0.170 -0.70
H 0.932 -0.913 -1.345 0.41
H 3.410 -0.598 0.303 0.31
H -0.204 -1.758 0.720 0.35
H -1.976 -0.262 -0.166 0.06
H 2.402 0.640 0.293 0.39
H 0.612 1.741 0.958 0.40
H -1.535 -0.179 -2.838 0.39
H -0.077 -0.026 2.653 0.38
H 1.388 0.544 -1.752 0.38
H 1.113 -1.282 0.574 0.38
H -0.867 1.459 0.977 0.14
H -3.191 -0.973 0.521 0.32
H -1.904 1.215 -0.720 0.22
H -1.173 -1.088 2.785 0.28
H 2.556 2.469 -0.832 0.24
H -2.813 0.287 -2.346 0.28
```

***

#Q
Entry from OMol25: a cluster of 8 separate species, H16O8 in total (the ωB97M-V functional and the def2-TZVPD basis).

Structure (XYZ):
```
24
Properties=species:S:1:pos:R:3:mulliken_charge:R:1
O 2.441 2.180 -0.519 -0.56
O 2.310 0.157 1.817 -0.57
O 0.522 -0.254 -3.856 -0.69
O -2.905 -3.730 -2.392 -0.63
O -1.567 -1.385 2.799 -0.57
O 1.149 -1.040 -1.033 -0.62
O -0.777 3.315 0.532 -0.60
O -0.986 0.388 2.544 -0.53
H 3.081 0.224 2.391 0.28
H 2.894 2.337 -1.355 0.30
H 1.589 0.511 2.349 0.30
H 0.774 -0.306 -0.534 0.28
H 0.246 0.460 -3.270 0.32
H -3.277 -3.750 -3.281 0.32
H -0.825 -0.084 3.369 0.33
H -0.097 3.924 0.223 0.31
H -1.122 1.302 2.820 0.21
H -1.992 -1.562 1.952 0.29
H -0.259 -0.814 -3.927 0.33
H 1.140 -0.733 -1.946 0.36
H -0.873 3.526 1.468 0.31
H 1.749 2.851 -0.498 0.26
H -1.817 -2.137 3.348 0.26
H -2.700 -2.800 -2.244 0.31
```

***

#R
Entry from OMol25: a cluster of 8 separate species, H16O8 in total (the ωB97M-V functional and the def2-TZVPD basis).

Structure (XYZ):
```
24
Properties=species:S:1:pos:R:3:mulliken_charge:R:1
O 17.984 14.203 -19.488 -0.61
O 16.653 17.430 -22.212 -0.64
O 20.637 16.633 -19.035 -0.72
O 17.796 16.690 -19.766 -0.90
O 16.967 19.358 -19.311 -0.64
O 17.142 14.990 -22.512 -0.64
O 15.101 15.589 -19.630 -0.59
O 19.692 14.595 -17.568 -0.78
H 17.199 19.325 -20.218 0.29
H 15.818 16.114 -19.940 0.36
H 17.594 16.749 -20.694 0.33
H 16.345 14.438 -22.494 0.32
H 15.044 14.856 -20.207 0.27
H 19.777 17.063 -19.120 0.39
H 18.880 14.924 -17.219 0.32
H 20.108 15.324 -18.042 0.42
H 17.097 18.472 -19.068 0.35
H 17.505 13.395 -19.514 0.25
H 15.918 17.768 -22.694 0.29
H 21.039 17.045 -18.260 0.35
H 16.746 16.532 -22.537 0.34
H 18.705 14.193 -18.852 0.38
H 17.237 15.028 -23.438 0.31
H 17.924 15.729 -19.656 0.54
```

***

#S
Entry from OMol25: a cluster of 8 separate species, H16O8 in total (the ωB97M-V functional and the def2-TZVPD basis).

Structure (XYZ):
```
24
Properties=species:S:1:pos:R:3:mulliken_charge:R:1
O -2.858 3.461 -27.240 -0.73
O -4.012 1.832 -29.312 -0.66
O -2.595 5.989 -26.425 -0.74
O 0.971 6.105 -29.722 -0.64
O -3.110 5.154 -29.850 -0.69
O -0.857 2.885 -30.496 -0.59
O -1.700 7.099 -28.611 -0.74
O -5.620 6.181 -29.715 -0.64
H -4.725 5.926 -29.702 0.43
H 0.062 6.295 -29.668 0.31
H -2.015 6.817 -27.747 0.43
H -2.551 4.485 -30.225 0.25
H -5.884 5.332 -30.075 0.30
H -4.201 0.953 -28.959 0.31
H -1.873 5.899 -25.757 0.31
H -2.576 5.829 -29.409 0.44
H -3.197 3.136 -28.047 0.32
H -2.245 7.851 -28.801 0.31
H 1.367 7.018 -29.658 0.30
H -0.830 2.189 -31.110 0.28
H -0.683 2.460 -29.627 0.31
H -3.303 1.733 -29.967 0.33
H -2.823 5.126 -26.754 0.48
H -1.856 3.388 -27.277 0.34
```

***

Which of them is most stable, and which least? Most stable: #S; least stable: #P.

***

#P
Entry from OMol25: a cluster of 8 separate species, H16O8 in total (the ωB97M-V functional and the def2-TZVPD basis).

Structure (XYZ):
```
24
Properties=species:S:1:pos:R:3:mulliken_charge:R:1
O 11.096 -19.892 -7.562 -0.65
O 10.010 -21.182 -3.639 -0.67
O 8.901 -19.212 -5.221 -0.63
O 7.329 -18.871 -3.006 -0.65
O 7.821 -22.481 -5.231 -0.63
O 12.352 -17.045 -5.345 -0.67
O 10.069 -15.557 -6.157 -0.69
O 8.229 -17.236 -7.478 -0.66
H 10.883 -21.507 -3.400 0.26
H 9.492 -21.232 -2.826 0.33
H 9.536 -18.979 -5.909 0.30
H 10.804 -16.092 -5.821 0.39
H 7.759 -17.705 -6.783 0.32
H 8.446 -21.980 -4.695 0.33
H 11.676 -20.439 -7.024 0.30
H 12.462 -17.981 -5.535 0.30
H 6.953 -22.225 -4.907 0.32
H 7.747 -18.866 -3.885 0.41
H 7.723 -18.125 -2.547 0.30
H 12.837 -16.888 -4.530 0.31
H 8.871 -16.670 -7.016 0.37
H 9.362 -19.835 -4.634 0.35
H 10.296 -20.419 -7.667 0.33
H 10.482 -14.759 -6.498 0.31
```

***

#Q
Entry from OMol25: a cluster of 8 separate species, H16O8 in total (the ωB97M-V functional and the def2-TZVPD basis).

Structure (XYZ):
```
24
Properties=species:S:1:pos:R:3:mulliken_charge:R:1
O 4.663 4.722 4.754 -0.66
O 7.707 6.351 7.664 -0.64
O 7.891 7.236 4.451 -0.67
O 5.572 4.963 9.130 -0.67
O 5.662 8.265 5.841 -0.68
O 3.652 7.313 9.643 -0.68
O 7.341 4.605 5.462 -0.68
O 3.515 6.700 6.401 -0.63
H 6.228 5.488 8.638 0.40
H 6.364 4.667 5.421 0.41
H 5.371 4.218 8.586 0.29
H 7.774 6.281 4.589 0.37
H 6.005 7.742 5.128 0.35
H 8.430 6.384 8.300 0.27
H 3.271 7.009 7.294 0.27
H 8.631 7.568 4.943 0.30
H 3.843 7.646 10.573 0.29
H 4.104 4.982 5.486 0.32
H 4.010 7.433 6.026 0.40
H 6.056 7.804 6.606 0.33
H 4.115 6.420 9.448 0.40
H 7.964 5.793 6.912 0.35
H 7.472 3.886 4.878 0.26
H 4.238 5.112 3.995 0.29
```

***

#R
Entry from OMol25: a cluster of 8 separate species, H16O8 in total (the ωB97M-V functional and the def2-TZVPD basis).

Structure (XYZ):
```
24
Properties=species:S:1:pos:R:3:mulliken_charge:R:1
O 1.540 1.897 2.632 -0.58
O 0.300 -0.488 -2.858 -0.62
O 0.491 0.471 -0.013 -0.65
O 1.697 -3.030 -1.043 -0.61
O -0.529 2.901 -0.615 -0.61
O -2.191 -0.295 0.895 -0.67
O -0.479 -0.472 3.511 -0.59
O -2.026 -1.164 -1.657 -0.62
H 0.777 -3.225 -1.219 0.32
H -1.836 -2.097 -1.757 0.28
H -2.514 -0.744 0.114 0.37
H 1.200 -0.783 -3.001 0.26
H 0.636 -0.327 -0.522 0.31
H 0.753 0.238 0.878 0.25
H 2.143 2.439 2.123 0.29
H -0.395 3.117 -1.538 0.31
H 1.929 -2.365 -1.691 0.27
H -0.922 -0.052 4.249 0.29
H 0.309 0.437 -3.106 0.31
H 1.814 2.021 3.540 0.29
H -0.085 2.062 -0.497 0.37
H 0.202 0.149 3.254 0.33
H -1.335 0.048 0.637 0.39
H -1.479 -0.736 -2.315 0.33
```

***

Which of them is most stable, and which least? Most stable: #Q; least stable: #R.